Below is a cluster of 7 separate species, C4H21NO8 in total at a distorted geometry, with properties calculated with ωB97M-V with the def2-TZVPD basis set.

Each line ends with the Mulliken charge.
Geometry (Å):
C (0.702047, 1.850024, 2.041182)  -1.544
C (0.650115, 1.085962, 0.726040)  1.813
C (0.504157, 2.046708, -0.442942)  -0.020
O (1.404324, 2.730611, -0.865620)  -0.620
N (-0.684352, 2.028142, -1.216500)  -0.136
C (-1.725325, 1.093678, -1.032253)  -0.002
O (-2.694713, 1.452544, -0.019969)  -0.556
H (0.940618, 2.902998, 2.001911)  0.354
H (-0.224137, 1.746346, 2.598704)  0.321
H (1.584706, 1.507574, 2.595038)  0.369
H (0.013810, 0.209467, 0.829122)  -0.244
H (1.609727, 0.610810, 0.502531)  -0.506
H (-0.995852, 2.936258, -1.533737)  0.264
H (-2.402154, 0.936584, -1.870948)  0.288
H (-1.320967, 0.116171, -0.767920)  -0.046
H (-2.334677, 1.854330, 0.774786)  0.322
O (-2.493188, -0.352949, 2.472317)  -0.651
H (-1.646450, -0.090052, 2.843938)  0.321
H (-2.335007, -0.600522, 1.542118)  0.358
O (0.017025, -2.434958, -1.522429)  -0.686
H (0.526472, -3.174322, -1.136868)  0.340
H (-0.603563, -2.227140, -0.768078)  0.397
O (1.271219, -2.468610, 0.971154)  -0.572
H (1.925045, -2.868684, 1.571391)  0.291
H (1.809568, -1.656734, 1.010036)  0.241
O (1.670012, -1.084722, -3.320904)  -0.659
H (1.059080, -0.341370, -3.337973)  0.281
H (1.218800, -1.634144, -2.646793)  0.440
O (3.026850, -0.264415, -0.655343)  -0.657
H (2.838554, 0.659268, -0.856977)  0.305
H (3.244149, -0.651414, -1.514204)  0.308
O (-1.969570, -1.740514, 0.112412)  -0.697
H (-1.794588, -1.998656, 1.031604)  0.343
H (-2.791740, -2.178266, -0.114813)  0.238

Cartesian forces (eV/Å) of the 6 atoms listed first:
C 0.88 -0.12 0.66
C 1.12 0.18 -0.33
C -1.58 -1.13 -1.99
O 0.55 0.40 0.99
N -0.01 0.22 0.64
C -0.97 -0.55 1.60

Properties
Energy relative to the best compared isomer or geometry (same formula, charge and spin) in eV: 1.298
Total energy in eV: -22358.4748
Orbital gap in eV: 10.167

***

Below is a cluster of 7 separate species, C4H21NO8 in total at a distorted geometry, with properties calculated with ωB97M-V with the def2-TZVPD basis set.

Each line ends with the Mulliken charge.
Geometry (Å):
C (2.558447, -2.217972, 0.207737)  -1.100
C (2.976428, -0.919184, 0.840516)  -0.688
C (1.820331, 0.075048, 0.742742)  0.472
N (0.617981, -0.556641, 1.357898)  -0.364
C (2.142239, 1.460584, 1.299668)  0.258
O (3.141966, 2.145132, 1.255552)  -0.619
O (1.026797, 2.041419, 1.764379)  -0.444
H (3.163159, -2.294494, -0.718252)  0.341
H (1.535404, -2.219240, -0.254196)  0.288
H (2.602439, -3.034136, 0.897106)  0.297
H (3.905529, -0.459431, 0.498685)  0.412
H (3.150715, -0.927745, 1.934780)  0.429
H (1.545676, 0.244570, -0.332868)  -0.169
H (0.004709, 0.184873, 1.724844)  0.265
H (0.983108, -1.015185, 2.191744)  0.285
H (1.148797, 2.991992, 1.972630)  0.343
O (-0.303737, 0.684780, -3.047054)  -0.694
H (-0.814109, -0.108486, -3.298668)  0.301
H (0.490722, 0.231006, -2.722487)  0.311
O (-2.053905, 1.405480, 1.246620)  -0.734
H (-1.206849, 1.738455, 0.943747)  0.225
H (-2.278521, 0.469382, 1.438378)  0.526
O (-2.231200, -1.428601, -2.518418)  -0.721
H (-2.423751, -2.324392, -2.231210)  0.303
H (-2.297604, -0.840267, -1.727828)  0.456
O (-2.116867, -1.274863, 1.501841)  -0.799
H (-1.222162, -1.633563, 1.379336)  0.368
H (-2.622208, -1.194818, 0.679694)  0.373
O (-3.287149, 0.057540, -0.598371)  -0.652
H (-4.174140, 0.347697, -0.857353)  0.256
H (-2.951886, 0.895849, -0.225322)  0.412
O (-1.115823, 2.589136, -1.416729)  -0.668
H (-0.827087, 1.719266, -1.777036)  0.469
H (-0.887447, 3.166809, -2.152108)  0.264

Cartesian forces (eV/Å) of the 6 atoms listed first:
C -0.20 0.25 -2.19
C -0.57 1.78 1.37
C -0.53 -0.10 -0.70
N 0.65 0.87 0.59
C 0.26 2.00 -0.26
O 0.17 -1.58 -0.29

Properties
Energy relative to the best compared isomer or geometry (same formula, charge and spin) in eV: 0.666
Total energy in eV: -22359.1072
Orbital gap in eV: 10.394